(1)
Formula: C4H6N2O2
Source: the OMol25 dataset
Level of theory: wB97M-V/def2-TZVPD

Atoms and positions in Å:
C  -0.086  -0.188  -1.132
C  0.517  -0.089  1.208
C  0.710  0.978  2.357
C  1.005  1.759  3.342
H  -1.635  -1.461  -2.572
H  -2.158  0.297  -1.299
H  0.127  -1.359  -2.450
H  1.784  -0.651  1.125
H  -0.425  -1.021  1.630
H  1.688  2.635  4.108
N  -1.149  0.337  -1.841
N  0.749  -1.128  -1.458
O  -1.130  -0.651  -3.009
O  0.004  0.542  -0.009

HOMO level = -9.8 eV
strongest force on any atom = 0.1047 hartree/bohr



(2)
Formula: C6H13NO2
Source: the OMol25 dataset
Level of theory: wB97M-V/def2-TZVPD

Atoms and positions in Å:
C  1.499  0.760  1.165
C  1.153  0.338  -0.318
C  2.313  -0.203  -1.058
C  -0.018  -0.686  -0.114
C  -1.453  -0.315  0.646
N  -2.490  -1.227  0.159
C  -1.725  1.014  -0.030
O  -1.251  2.100  0.159
O  -2.324  0.904  -1.274
H  0.995  -0.098  2.033
H  0.825  1.903  1.055
H  2.748  0.725  1.214
H  0.913  1.242  -0.806
H  2.942  0.775  -1.115
H  1.948  -0.644  -1.990
H  2.983  -0.969  -0.612
H  0.454  -1.552  0.305
H  -0.355  -1.087  -1.085
H  -1.281  0.130  1.773
H  -3.441  -1.039  0.710
H  -1.954  -2.043  0.696
H  -2.483  -0.027  -1.514

HOMO level = -10.1 eV
structure (SMILES) = CC(C)C[C@H](N)C(=O)O
strongest force on any atom = 0.1011 hartree/bohr



(3)
Formula: CH4FP
Source: the OMol25 dataset
Level of theory: wB97M-V/def2-TZVPD

Atoms and positions in Å:
C  0.265  -0.362  -0.146
F  -1.484  1.010  -2.012
P  -1.556  -0.315  -0.332
H  0.457  -0.246  0.831
H  0.740  0.663  -0.507
H  0.714  -1.084  -0.740
H  -1.823  0.941  0.500

HOMO level = -10.6 eV
strongest force on any atom = 0.1085 hartree/bohr



(4)
Formula: C7H8BrN2S
Source: the OMol25 dataset
Level of theory: wB97M-V/def2-TZVPD

Atoms and positions in Å:
C  -1.150  1.048  -1.969
C  0.194  1.389  -1.973
C  -1.651  0.033  -1.158
C  1.035  0.633  -1.114
C  -0.836  -0.838  -0.461
C  0.530  -0.414  -0.343
C  1.668  -0.316  2.045
N  -1.402  -1.909  0.260
N  1.008  0.776  2.347
S  1.600  -1.388  0.700
Br  2.849  -0.905  3.473
H  -1.933  1.552  -2.533
H  0.454  2.230  -2.563
H  -2.767  -0.112  -1.079
H  2.161  0.940  -0.933
H  -0.810  -2.705  0.242
H  0.851  0.813  3.334
H  -2.385  -2.100  0.141
H  0.585  1.274  1.585

spin multiplicity = 3
HOMO level (alpha / beta) = -10.9 / -12.6 eV
net charge = +1
strongest force on any atom = 0.0843 hartree/bohr



Which formula does entry 1 have?
C4H6N2O2



The lowest strongest force on any atom belongs to which entry?
C7H8BrN2S